[1]
This record from OMol25 describes the ion C29H35O2Si with charge +1 at a distorted geometry. The level of theory is ωB97M-V/def2-TZVPD.

```
67
Properties=species:S:1:pos:R:3:lowdin_charge:R:1
C 3.832 -4.961 0.778 -0.1564
Si 3.287 -3.419 1.659 0.5362
C 2.495 -3.730 3.315 -0.1417
C 4.660 -2.179 1.646 -0.1472
O 2.130 -2.468 0.652 -0.0389
C 0.825 -2.555 0.513 -0.0960
C 0.002 -1.303 0.817 -0.1620
C -1.463 -1.545 1.185 -0.1417
C -1.968 -2.961 1.187 -0.1834
C -0.920 -4.029 1.442 -0.1639
C 0.242 -3.928 0.454 -0.0784
H 4.764 -5.324 1.247 0.0567
H 3.103 -5.780 0.824 0.0365
H 4.057 -4.757 -0.280 0.0528
H 3.309 -3.869 4.049 0.0574
H 1.878 -2.879 3.646 0.0477
H 1.876 -4.642 3.318 0.0452
H 5.519 -2.549 2.223 0.0525
H 5.002 -1.993 0.619 0.0472
H 4.356 -1.216 2.072 0.0444
H 0.441 -1.006 1.814 0.1864
H -1.713 -0.973 2.109 0.1495
H -2.108 -1.117 0.413 0.0925
H -2.778 -2.996 1.926 0.1302
H -2.418 -3.160 0.201 0.1273
H -0.541 -3.956 2.472 0.1229
H -1.393 -5.000 1.296 0.1268
H -0.113 -4.031 -0.592 0.1659
H 1.000 -4.710 0.664 0.1151
C 5.102 2.345 0.981 -0.0536
C 3.753 1.794 0.638 -0.2762
C 3.714 0.739 -0.289 -0.0454
C 2.493 0.172 -0.624 -0.0463
C 1.327 0.586 0.021 -0.1906
C 0.094 -0.261 -0.270 -0.1663
C -1.189 0.585 -0.630 -0.1617
C -1.559 1.849 -0.151 -0.0094
C -2.766 2.461 -0.496 0.0097
C -3.606 1.898 -1.445 -0.2248
O -4.763 2.494 -1.932 0.0092
C -4.880 3.785 -2.480 -0.2236
C -5.629 3.876 -3.660 -0.0081
C -5.737 5.109 -4.312 -0.0760
C -5.170 6.260 -3.751 -0.0902
C -4.445 6.157 -2.561 -0.0756
C -4.294 4.920 -1.910 -0.0133
C -3.289 0.619 -1.913 0.0179
C -2.078 0.035 -1.577 -0.0537
C 1.363 1.610 0.980 -0.0291
C 2.576 2.254 1.257 -0.0143
H 5.014 3.269 1.554 0.0789
H 5.648 1.601 1.579 0.0849
H 5.698 2.543 0.080 0.0884
H 4.624 0.357 -0.769 0.1236
H 2.410 -0.610 -1.382 0.1196
H 0.303 -0.750 -1.234 0.1422
H -0.881 2.435 0.451 0.0865
H -3.048 3.390 -0.015 0.1040
H -6.111 2.971 -4.044 0.1227
H -6.285 5.155 -5.257 0.1089
H -5.280 7.217 -4.260 0.1047
H -3.991 7.048 -2.125 0.1068
H -3.756 4.868 -0.957 0.0942
H -4.019 0.101 -2.530 0.1275
H -1.790 -0.869 -2.100 0.1171
H 0.463 1.905 1.528 0.1060
H 2.618 3.117 1.937 0.1220
```

Output
Gap between HOMO and LUMO   5.96 eV
LUMO energy   -4.45 eV
Electronic energy   -42607.5670 eV
ΔE to the lowest compared entry with this formula, charge and spin   0.000 eV
Total charge   +1

[2]
This record from OMol25 describes a structure of composition C29H36Cl3HgN8O10 at a distorted geometry. The level of theory is ωB97M-V/def2-TZVPD.

```
87
Properties=species:S:1:pos:R:3:lowdin_charge:R:1
Hg 2.845 2.010 -1.861 1.2872
Cl -0.340 -0.194 -0.878 0.6614
O 0.084 -1.509 -0.494 -0.3189
O -0.991 0.532 0.179 -0.3488
O 0.844 0.571 -1.279 -0.4842
O -1.240 -0.309 -1.991 -0.3212
N 3.060 2.372 0.283 -0.0862
C 3.391 3.631 0.640 -0.1234
C 3.366 4.040 1.956 -0.0260
C 2.992 3.109 2.916 -0.0253
C 2.600 1.831 2.561 0.0016
C 2.618 1.526 1.216 -0.1263
H 3.741 4.292 -0.142 0.1068
H 3.609 5.057 2.225 0.1213
H 2.995 3.436 3.948 0.1225
H 2.173 1.136 3.267 0.1182
H 2.285 0.566 0.845 0.0834
N 2.298 1.955 -3.967 -0.0877
C 2.901 2.669 -4.931 -0.1157
C 2.515 2.594 -6.246 -0.0274
C 1.513 1.702 -6.605 -0.0106
C 0.896 0.962 -5.609 -0.0060
C 1.309 1.129 -4.304 -0.1293
H 3.626 3.415 -4.636 0.1183
H 3.011 3.184 -7.003 0.1234
H 1.158 1.646 -7.625 0.1272
H 0.102 0.279 -5.875 0.1294
H 0.774 0.588 -3.530 0.0887
N 3.604 -0.255 -1.588 -0.0387
C 4.337 -0.610 -0.530 -0.1531
C 4.649 -1.918 -0.221 -0.0317
C 4.142 -2.912 -1.036 -0.0292
C 3.393 -2.561 -2.144 -0.0470
C 3.258 -1.214 -2.439 -0.1320
H 4.697 0.173 0.127 0.1046
H 5.242 -2.125 0.657 0.1217
H 4.274 -3.962 -0.802 0.1210
H 2.866 -3.264 -2.772 0.0767
H 2.631 -0.953 -3.282 0.0990
N -0.774 1.596 4.685 0.0617
C -1.338 1.596 3.481 -0.1435
C -1.318 2.708 2.653 -0.0682
C -0.674 3.851 3.066 -0.0737
C -0.134 3.873 4.349 -0.0818
C -0.195 2.716 5.105 -0.1614
H -1.730 0.640 3.155 0.0869
H -1.696 2.639 1.642 0.0771
H -0.482 4.680 2.398 0.1098
H 0.497 4.710 4.622 0.1018
H 0.240 2.662 6.097 0.1066
N -3.719 -4.477 2.772 0.0674
C -3.265 -4.307 1.535 -0.1359
C -2.964 -3.047 1.011 -0.0917
C -3.157 -1.937 1.800 -0.1128
C -3.547 -2.119 3.121 -0.0747
C -3.789 -3.414 3.559 -0.1522
H -3.280 -5.177 0.888 0.1001
H -2.558 -3.010 0.007 0.0633
H -2.928 -0.942 1.428 0.0855
H -3.734 -1.275 3.773 0.1025
H -4.065 -3.560 4.598 0.1073
C -3.695 2.208 -0.694 0.0289
N -4.334 3.427 -0.154 -0.4441
O -5.087 4.043 -0.874 0.0849
O -4.089 3.708 1.004 0.0591
H -3.710 1.406 0.037 0.0877
H -2.664 2.425 -0.958 0.0947
H -4.241 1.889 -1.576 0.0881
C 0.093 -1.613 2.664 0.0478
N 1.375 -2.203 2.192 -0.4138
O 2.306 -1.423 2.040 0.0248
O 1.408 -3.375 1.910 0.0928
H 0.385 -1.062 3.561 0.0999
H -0.577 -2.417 2.941 0.0967
H -0.299 -0.895 1.954 0.0542
C -4.569 -1.249 -1.545 0.0251
N -4.824 -2.473 -2.349 -0.4426
O -5.973 -2.865 -2.367 0.0734
O -3.917 -2.936 -3.005 0.0642
H -4.903 -0.372 -2.092 0.0950
H -3.533 -1.215 -1.234 0.0585
H -5.230 -1.326 -0.684 0.1010
C 0.759 -4.888 -0.983 -1.0141
Cl -0.959 -4.980 -1.392 0.5667
Cl 1.732 -5.690 -2.227 0.5396
H 1.025 -3.836 -0.946 -0.0156
H 0.901 -5.312 0.003 0.0292
```

Output
Gap between HOMO and LUMO   6.86 eV
LUMO energy   -4.33 eV
Electronic energy   -104772.5180 eV
Total charge   +1

[3]
This record from OMol25 describes an isolated molecule of C29H36ClF8NO8S at a distorted geometry. The level of theory is ωB97M-V/def2-TZVPD.

```
84
Properties=species:S:1:pos:R:3:lowdin_charge:R:1
C 2.987 -1.959 1.852 0.1600
C 1.974 -1.915 1.208 -0.0937
C 0.717 -1.697 0.468 -0.1923
C 0.793 -2.462 -0.876 -0.2827
C 1.682 -1.902 -1.996 -0.1052
C 3.186 -2.175 -1.816 -0.1704
O 3.796 -2.716 -2.982 -0.0783
C 3.650 -1.973 -4.157 -0.1060
C 4.410 -0.646 -4.169 -0.3946
F 5.698 -0.891 -3.815 0.1344
F 3.916 0.269 -3.296 0.1002
C 4.441 0.045 -5.566 -0.3435
F 4.535 -0.863 -6.557 0.1499
F 5.554 0.820 -5.610 0.1469
C 3.252 1.004 -5.898 -0.3665
F 3.350 2.149 -5.199 0.1491
F 3.384 1.320 -7.219 0.1295
C 1.818 0.460 -5.769 -0.2794
F 1.454 0.313 -4.477 0.0933
F 1.721 -0.726 -6.410 0.1075
O -0.515 -2.813 -1.348 -0.2741
S -1.413 -1.740 -2.224 0.9950
O -0.911 -1.802 -3.577 -0.3709
O -0.856 -0.275 -1.727 -0.2589
C -0.983 0.062 -0.335 -0.2635
C -2.254 -0.506 0.320 -0.1555
O -3.388 -0.142 -0.460 -0.0825
C -4.374 -1.136 -0.589 -0.2409
O -5.625 -0.481 -0.633 -0.1007
C -6.592 -1.062 0.231 -0.1993
C -7.938 -0.423 -0.116 -0.2352
O -8.234 -0.635 -1.482 -0.0553
C 0.311 -0.196 0.462 -0.3053
C 1.518 0.697 0.034 -0.1595
C 1.252 1.807 -0.980 -0.2241
C 2.416 2.820 -1.137 -0.5416
Cl 4.021 2.234 -0.613 0.5825
C 0.023 0.158 1.950 -0.1298
C -0.461 1.590 2.209 -0.0843
C -0.943 1.650 3.656 -0.4564
O -1.952 1.061 3.964 0.0972
N -0.181 2.408 4.561 0.1194
C -0.390 2.055 5.949 -0.2552
C -1.461 2.591 6.651 -0.0192
C -1.643 2.208 7.971 -0.0773
C -0.772 1.318 8.587 -0.0918
C 0.313 0.809 7.888 -0.0803
C 0.498 1.180 6.562 -0.0311
H 3.803 -2.151 2.508 0.0388
H -0.047 -2.219 1.057 0.1544
H 1.251 -3.421 -0.620 0.1553
H 1.377 -2.447 -2.892 0.1197
H 1.494 -0.852 -2.203 0.0910
H 3.321 -2.931 -1.041 0.1212
H 3.714 -1.291 -1.450 0.1146
H 2.609 -1.782 -4.435 0.1184
H 4.079 -2.571 -4.961 0.1504
H 1.142 1.174 -6.250 0.1791
H -1.150 1.137 -0.334 0.1368
H -2.198 -1.583 0.503 0.1278
H -2.387 -0.033 1.296 0.1255
H -4.364 -1.823 0.262 0.1325
H -4.248 -1.669 -1.534 0.1228
H -6.328 -0.879 1.279 0.1301
H -6.680 -2.137 0.039 0.1286
H -7.874 0.648 0.097 0.1216
H -8.716 -0.886 0.487 0.1196
H -7.774 0.032 -1.997 0.0865
H 2.343 0.104 -0.350 0.0754
H 1.928 1.174 0.925 0.1020
H 0.386 2.418 -0.717 0.1094
H 1.032 1.398 -1.967 0.0959
H 2.477 3.185 -2.158 0.0672
H 2.206 3.691 -0.516 0.0640
H -0.693 -0.546 2.377 0.1214
H 0.942 0.016 2.523 0.1222
H -1.327 1.881 1.616 0.1229
H 0.329 2.323 2.028 0.1186
H 0.803 2.323 4.326 0.1292
H -2.118 3.268 6.123 0.1188
H -2.487 2.606 8.520 0.1039
H -0.959 1.037 9.614 0.1011
H 0.999 0.122 8.364 0.1026
H 1.333 0.788 5.992 0.1111
```

Output
Gap between HOMO and LUMO   9.73 eV
LUMO energy   0.33 eV
Electronic energy   -93621.1814 eV
Total charge   0